ORCA calculation (ωB97M-V/def2-TZVPD) on a cluster of 4 separate species, C28H67N5O10 in total.

```
110
Properties=species:S:1:pos:R:3:lowdin_charge:R:1
H -0.086 2.427 1.958 0.05
N -0.539 1.773 2.599 0.16
C -1.793 1.791 2.405 -0.53
N -2.671 0.917 3.136 0.09
N -2.497 2.611 1.505 0.02
C -3.022 1.913 0.324 -0.20
C -3.909 2.833 -0.526 -0.19
C -4.733 3.860 0.261 -0.20
C -5.599 3.258 1.383 -0.17
C -5.339 3.852 2.769 -0.22
O -6.422 3.673 3.659 -0.15
C -6.538 2.358 4.179 -0.19
C -7.716 1.595 3.552 -0.19
N -7.423 0.185 3.323 -0.07
C -7.925 -0.410 2.097 -0.22
C -6.884 -1.239 1.308 -0.26
N -5.512 -0.753 1.273 0.01
H -2.231 0.002 3.187 0.08
H -2.712 1.246 4.097 0.08
H -1.892 3.375 1.216 0.13
H -3.568 1.031 0.672 0.08
H -2.191 1.538 -0.292 0.12
H -3.272 3.356 -1.250 0.11
H -4.589 2.210 -1.121 0.10
H -5.387 4.372 -0.453 0.11
H -4.073 4.638 0.663 0.10
H -5.432 2.176 1.434 0.08
H -6.664 3.398 1.164 0.12
H -5.173 4.933 2.704 0.13
H -4.430 3.401 3.192 0.10
H -5.601 1.805 4.004 0.11
H -6.674 2.455 5.262 0.12
H -7.976 2.098 2.609 0.10
H -8.590 1.698 4.208 0.11
H -6.437 0.003 3.443 0.07
H -8.771 -1.078 2.313 0.11
H -8.323 0.382 1.442 0.10
H -7.231 -1.270 0.269 0.08
H -6.869 -2.276 1.659 0.11
H -5.021 -0.849 2.153 0.05
H -5.468 0.221 1.000 0.03
C -5.493 -4.229 -7.111 -0.11
O -6.183 -3.252 -6.370 -0.19
C -7.583 -3.447 -6.326 -0.21
C -8.167 -2.969 -5.016 -0.19
O -7.864 -3.798 -3.908 -0.12
C -6.579 -3.674 -3.322 -0.18
C -6.413 -2.461 -2.437 -0.20
O -6.303 -1.268 -3.197 -0.19
C -6.849 -0.143 -2.554 -0.11
H -5.677 -4.132 -8.188 0.09
H -4.429 -4.088 -6.925 0.09
H -5.776 -5.241 -6.800 0.09
H -7.827 -4.507 -6.465 0.12
H -8.062 -2.881 -7.138 0.13
H -9.254 -3.026 -5.118 0.13
H -7.893 -1.929 -4.832 0.12
H -5.786 -3.713 -4.071 0.12
H -6.484 -4.550 -2.675 0.13
H -5.503 -2.589 -1.836 0.13
H -7.266 -2.395 -1.752 0.11
H -7.876 -0.331 -2.218 0.09
H -6.858 0.674 -3.275 0.09
H -6.250 0.159 -1.684 0.07
C 2.356 1.331 4.603 -0.12
O 3.317 0.813 3.710 -0.19
C 2.853 0.667 2.381 -0.21
C 3.945 0.966 1.379 -0.18
O 4.269 2.343 1.274 -0.12
C 5.110 2.900 2.270 -0.19
C 6.576 2.568 2.102 -0.21
O 6.847 1.227 2.459 -0.19
C 7.884 0.639 1.709 -0.11
H 1.574 0.600 4.837 0.08
H 2.884 1.597 5.518 0.08
H 1.874 2.223 4.194 0.07
H 2.000 1.327 2.196 0.09
H 2.513 -0.366 2.222 0.13
H 3.552 0.697 0.395 0.13
H 4.828 0.355 1.575 0.12
H 4.773 2.640 3.276 0.12
H 5.015 3.981 2.141 0.13
H 7.154 3.248 2.744 0.13
H 6.869 2.755 1.061 0.12
H 7.713 0.759 0.633 0.08
H 7.897 -0.424 1.945 0.09
H 8.865 1.062 1.952 0.09
C 13.359 -0.401 -3.053 -0.11
O 12.709 -1.327 -2.216 -0.19
C 12.881 -1.073 -0.836 -0.21
C 11.667 -1.490 -0.037 -0.18
O 10.540 -0.645 -0.200 -0.13
C 9.789 -0.748 -1.398 -0.18
C 8.936 -1.993 -1.501 -0.21
O 9.716 -3.139 -1.773 -0.19
C 9.203 -4.323 -1.210 -0.11
H 14.448 -0.521 -3.028 0.09
H 13.011 -0.583 -4.069 0.09
H 13.116 0.630 -2.773 0.09
H 13.077 -0.007 -0.664 0.12
H 13.744 -1.640 -0.459 0.13
H 11.936 -1.390 1.017 0.13
H 11.421 -2.536 -0.230 0.12
H 10.419 -0.639 -2.283 0.12
H 9.100 0.100 -1.363 0.12
H 8.210 -1.838 -2.312 0.13
H 8.374 -2.122 -0.567 0.12
H 8.998 -4.201 -0.140 0.09
H 9.957 -5.097 -1.339 0.09
H 8.280 -4.645 -1.706 0.09
```

LUMO level ... 0.53 eV
Strongest force on any atom ... 0.62 eV Å⁻¹
DFT total energy ... -58041.7169 eV
Kohn-Sham gap ... 9.066 eV
SMILES ... [H]/N=C(/N)NCCCCCOCCNCCN.COCCOCCOC.COCCOCCOC.COCCOCCOC